# 1
89
Properties=species:S:1:pos:R:3 method="wB97M-V/def2-TZVPD" relative_energy_kcal_mol=20.7 molar_mass_g_mol=1067.79 max_force_ha_per_bohr=0.0090 homo_energy_ev=-1.58 lumo_ev=3.91 total_charge=-2 energy_ev=-214721.123 orbital_gap_ev=5.49
Cd -0.25232 -1.21692 -0.49327
C -3.03666 6.30581 0.07937
C -1.90285 5.70541 0.92315
C -1.18431 6.82672 1.68607
C -2.52932 4.75789 1.94363
C -0.90231 4.99838 0.00653
C -0.29026 5.74693 -1.01672
C 0.64111 5.19527 -1.87103
C 0.97658 3.85548 -1.71283
S 2.11309 2.88439 -2.57506
C 1.70220 1.52160 -1.53368
N 0.79561 1.77070 -0.64844
C 0.37227 3.08135 -0.71520
C -0.56300 3.66321 0.14724
C 2.40764 0.24288 -1.69334
C 3.69185 0.26199 -2.24434
C 4.41649 -0.90863 -2.37485
C 3.85206 -2.09885 -1.93277
C 2.57504 -2.09975 -1.38898
C 1.79652 -0.94171 -1.26831
H -3.79745 6.74727 0.72886
H -3.50898 5.53288 -0.52892
H -2.67251 7.08568 -0.59037
H -1.86289 7.29376 2.40538
H -0.82393 7.60149 1.00721
H -0.32540 6.43008 2.22998
H -3.25054 5.30376 2.55629
H -1.78253 4.32384 2.60969
H -3.05614 3.94752 1.44814
H -0.54672 6.79267 -1.13717
H 1.10161 5.79629 -2.64486
H -0.99536 3.03776 0.91748
H 4.14570 1.20054 -2.54794
H 5.41226 -0.89006 -2.80288
H 4.40682 -3.02790 -2.01287
H 2.17045 -3.04788 -1.04701
O -0.11752 -5.78499 3.87083
C -1.12686 -5.19589 3.02731
C -0.53155 -4.15697 2.07101
C 0.44149 -4.85512 1.11032
O 1.61754 -5.37029 1.72909
C -1.77759 -3.59127 1.33680
Se -1.76259 -3.36885 -0.62019
C 0.20290 -3.07997 2.89385
Se 0.29100 -1.22178 2.21828
H -0.55435 -6.33897 4.52172
H -1.88086 -4.70677 3.65525
H -1.61315 -5.98486 2.44031
H 0.76099 -4.14727 0.34710
H -0.09287 -5.66042 0.58858
H 1.34674 -5.75750 2.56984
H -1.95978 -2.59913 1.75119
H -2.65629 -4.20176 1.56340
H 1.23499 -3.39423 3.03056
H -0.24850 -3.02233 3.88766
C -6.46684 -1.11454 -3.67222
Si -4.86298 -0.10633 -3.75177
C -4.10942 -0.42595 -5.43267
C -5.31756 1.71633 -3.60962
C -3.86699 -0.66785 -2.26239
Te -2.49856 0.69796 -1.34007
C -4.09186 1.19930 0.07974
Si -4.47882 0.20619 1.61168
C -4.94667 -1.55934 1.18417
C -5.98707 1.02005 2.42756
C -3.08682 0.28570 2.84869
H -7.07908 -0.97278 -4.56663
H -7.06551 -0.83616 -2.80124
H -6.23722 -2.17940 -3.58776
H -4.87232 -0.26253 -6.20184
H -3.74744 -1.45202 -5.51353
H -3.25648 0.22422 -5.61712
H -5.67816 2.10473 -4.56515
H -4.43758 2.29508 -3.32086
H -6.09424 1.88246 -2.85922
H -3.32577 -1.59751 -2.43976
H -4.57687 -0.88817 -1.46149
H -4.96582 1.23406 -0.57882
H -3.91212 2.23175 0.38409
H -5.79419 -1.58220 0.49422
H -5.23127 -2.11183 2.08344
H -4.11476 -2.08287 0.70509
H -6.84751 1.05005 1.75489
H -5.75788 2.04569 2.72733
H -6.28174 0.46792 3.32453
H -2.16654 -0.19448 2.49592
H -3.36633 -0.21260 3.78262
H -2.84929 1.32713 3.08781
I -0.64635 0.11634 -4.10515

---

# 2
22
Properties=species:S:1:pos:R:3 method="wB97M-V/def2-TZVPD" relative_energy_kcal_mol=95.4 molar_mass_g_mol=118.18 max_force_ha_per_bohr=0.1014 homo_energy_ev=-8.65 lumo_ev=0.46 total_charge=0 energy_ev=-10540.478 orbital_gap_ev=9.12
O 0.60526 -2.03005 -1.17544
C -0.09710 -1.43776 -0.27774
C 0.54664 -1.07568 0.95577
C -0.05789 0.22463 -0.13953
C -1.31913 0.84227 0.50165
C -1.93609 1.93957 -0.38556
C -1.01665 1.54851 1.85081
H -1.15771 -1.71977 -0.23846
H 1.62701 -0.98809 1.01766
H 0.23085 -1.07271 2.00018
H 0.75754 0.87793 0.21896
H 0.00252 0.42635 -1.20959
H -2.08961 0.06674 0.55147
H -1.16405 2.65520 -0.70889
H -2.62561 2.45103 0.26866
H -2.34642 1.65647 -1.35301
H -0.39514 0.96918 2.52450
H -0.67186 2.54993 1.59704
H -1.96061 1.74724 2.36582
H 3.59838 -0.83149 -1.53986
H 2.09808 -1.14660 -1.36017
O 2.79886 -0.47093 -1.16567

---

# 3
52
Properties=species:S:1:pos:R:3 method="wB97M-V/def2-TZVPD" relative_energy_kcal_mol=0.0 molar_mass_g_mol=662.34 max_force_ha_per_bohr=0.0370 homo_energy_ev=-11.93 lumo_ev=-2.50 total_charge=+1 energy_ev=-87614.854 orbital_gap_ev=9.43
Mg 1.31214 0.70392 -0.05597
F -0.71331 2.60396 0.60793
C -0.43560 3.24430 -0.53680
F -1.04718 4.39553 -0.58550
F -0.84771 2.45640 -1.53454
S 1.42003 3.45086 -0.67199
O 1.83525 2.13044 -1.22946
O 1.59358 4.60641 -1.46539
N 1.86875 3.58979 0.82565
S 2.54078 2.41976 1.63926
O 3.87309 2.08369 1.24227
O 1.62989 1.24379 1.77560
C 2.60058 3.15604 3.32946
F 3.37999 4.21177 3.30231
F 1.38114 3.48548 3.71536
F 3.09649 2.22587 4.12750
C 3.77695 -2.09427 0.95674
Te 3.72647 -0.60872 -0.56692
C 3.37666 -1.98305 -2.15239
H 4.69327 -2.66496 0.84494
H 2.90813 -2.73834 0.86251
H 3.77271 -1.58671 1.91855
H 2.53183 -2.62844 -1.92860
H 4.27929 -2.56838 -2.29776
H 3.17302 -1.40054 -3.04772
C -0.12532 -2.57752 0.55738
P -0.58757 -0.94673 -0.12351
C -1.86960 -0.33332 1.00865
C -1.59865 -0.33030 2.37861
C -2.50746 0.22101 3.26856
C -3.68288 0.78916 2.79529
C -3.94607 0.80818 1.43331
C -3.04142 0.25329 0.53889
C -1.39877 -1.33931 -1.68611
C -2.53985 -2.14258 -1.71585
C -3.11214 -2.48115 -2.93047
C -2.55077 -2.02326 -4.11775
C -1.41876 -1.22419 -4.09442
C -0.84320 -0.88167 -2.87887
H 0.39181 -2.47157 1.51074
H 0.53342 -3.08148 -0.15076
H -1.02259 -3.17732 0.70170
H -0.67474 -0.75258 2.75776
H -2.29829 0.20784 4.32993
H -4.39259 1.22063 3.48897
H -4.85946 1.25541 1.06354
H -3.25072 0.27751 -0.52309
H -2.98491 -2.49529 -0.79257
H -3.99672 -3.10361 -2.95186
H -3.00221 -2.28974 -5.06429
H -0.98538 -0.86614 -5.01904
H 0.03859 -0.24987 -2.85977

---

# 4
13
Properties=species:S:1:pos:R:3 method="wB97M-V/def2-TZVPD" relative_energy_kcal_mol=38.5 molar_mass_g_mol=121.05 max_force_ha_per_bohr=0.1122 homo_energy_ev=-4.30 lumo_ev=3.66 total_charge=-1 energy_ev=-18641.139 orbital_gap_ev=7.96
C 1.51045 0.40806 0.90679
C 0.41168 -0.11758 -1.16211
C 0.96637 1.02350 -0.38398
O -2.30403 -0.38258 1.61402
O 2.56816 0.60973 1.33100
O -2.92660 -2.18424 0.20798
P -3.43869 -1.30210 1.32923
H 0.66763 -0.18181 1.15378
H 1.07719 -0.91524 -1.33507
H -0.30907 -0.49266 -0.51279
H -0.08809 0.12599 -2.17870
H 0.17047 1.82721 -0.08638
H 1.69453 1.58172 -0.88378

---

# 5
37
Properties=species:S:1:pos:R:3 method="wB97M-V/def2-TZVPD" relative_energy_kcal_mol=0.0 molar_mass_g_mol=693.98 max_force_ha_per_bohr=0.0198 homo_energy_ev="-11.04 / -10.76" lumo_ev="-3.44 / -4.67" total_charge=+1 multiplicity=2 energy_ev=-64926.374 orbital_gap_ev="7.60 / 6.09" s_squared=0.75
Ir -0.74982 -0.46221 -0.48759
O 0.93538 1.91426 4.61237
C 0.35557 0.74400 4.80470
O 0.21152 0.24420 5.88746
C -0.16545 0.03368 3.59368
C -0.81712 -1.18539 3.65393
N -1.15804 -1.53044 2.40259
N -0.74899 -0.59840 1.53742
C -0.14540 0.35707 2.22948
C 0.38915 1.50516 1.41536
O 0.99220 2.40519 1.98545
O 0.16851 1.41529 0.15473
H 0.92479 2.19899 3.66182
H -1.05555 -1.79683 4.50804
H -1.60509 -2.36689 2.04594
Cl -3.07880 0.03695 -0.49136
C -3.50488 1.82979 -0.59340
Cl -2.33201 2.75160 -1.46917
H -3.59102 2.16576 0.43265
H -4.45602 1.82813 -1.11233
N 3.09587 -0.79570 -1.74887
C 3.41626 -1.10284 -0.44690
C 2.24034 -1.18294 0.23223
N 1.22218 -0.94109 -0.65103
C 1.76070 -0.70090 -1.83709
C 0.83201 -0.34171 -2.88599
N -0.42669 -0.18919 -2.50428
C -1.17109 0.04797 -3.62638
C -0.33784 0.04726 -4.70308
N 0.92346 -0.20286 -4.21898
H 3.75941 -0.64189 -2.49008
H 4.43334 -1.23849 -0.12687
H 2.06556 -1.41090 1.26875
H -2.23377 0.20498 -3.58674
H -0.52610 0.20132 -5.75000
H 1.75390 -0.29741 -4.77964
Te -1.37645 -2.94553 -0.91682

---

# 6
23
Properties=species:S:1:pos:R:3 method="wB97M-V/def2-TZVPD" relative_energy_kcal_mol=5.5 molar_mass_g_mol=122.21 max_force_ha_per_bohr=0.0210 homo_energy_ev=-9.05 lumo_ev=1.04 total_charge=0 energy_ev=-9559.944 orbital_gap_ev=10.09
C -0.98406 -0.75442 3.43317
C -0.46720 -0.94252 2.02811
C -1.33578 -1.09426 0.96119
C -0.85762 -1.25052 -0.33039
C 0.49844 -1.18336 -0.56479
C 1.38897 -1.00981 0.49061
C 0.90187 -0.90834 1.78537
H -0.69385 -1.62610 4.02891
H -2.05072 -0.53482 3.47277
H -0.50836 0.10042 3.90682
H -2.40381 -1.11187 1.16851
H -1.52099 -1.40281 -1.17897
H 0.96147 -1.33930 -1.52671
H 2.45360 -0.95646 0.33102
H 1.56071 -0.81161 2.64613
C 1.13641 1.86610 -2.68291
C -0.39140 1.76843 -2.48433
H 1.70481 1.24048 -1.99700
H 1.45153 1.64696 -3.70825
H 1.42968 2.90318 -2.53189
H -0.58119 1.62561 -1.41618
H -0.90624 1.02829 -3.08696
H -0.78626 2.74674 -2.74423